Entry 1:
58
Properties=species:S:1:pos:R:3:nbo_charge:R:1 method="wB97M-V/def2-TZVPD" e_lumo_ev=0.64 total_charge=0 smiles="C#Cc1ccc(CN2CCC(N3CCC(C(=O)NC4CC4)CC3)CC2)cc1" homo_lumo_gap_ev=8.99
C -9.016 -2.416 0.719 -0.212
C -8.000 -1.863 0.401 -0.015
C -6.801 -1.212 0.021 -0.152
C -6.630 0.151 0.268 -0.169
C -5.461 0.780 -0.107 -0.160
C -4.439 0.070 -0.729 -0.033
C -3.178 0.783 -1.138 -0.235
N -2.723 1.662 -0.076 -0.450
C -2.251 0.958 1.101 -0.222
C -0.855 0.341 0.939 -0.442
C 0.146 1.435 0.534 -0.030
N 1.525 1.005 0.381 -0.462
C 2.255 0.914 1.632 -0.203
C 3.659 0.342 1.398 -0.403
C 4.103 0.690 -0.024 -0.315
C 5.577 0.399 -0.272 0.698
O 6.358 1.246 -0.653 -0.624
N 5.946 -0.882 -0.038 -0.617
C 7.283 -1.346 -0.207 -0.061
C 7.845 -2.357 0.745 -0.430
C 7.528 -2.748 -0.672 -0.430
C 3.200 -0.049 -1.023 -0.380
C 1.772 -0.147 -0.459 -0.225
C -0.359 2.122 -0.739 -0.420
C -1.770 2.671 -0.491 -0.210
C -4.611 -1.287 -0.968 -0.208
C -5.780 -1.927 -0.602 -0.166
H -9.906 -2.896 1.000 0.231
H -7.421 0.705 0.752 0.219
H -5.317 1.832 0.086 0.221
H -3.400 1.411 -2.009 0.212
H -2.424 0.041 -1.450 0.169
H -2.980 0.184 1.352 0.212
H -2.227 1.681 1.923 0.192
H -0.884 -0.439 0.175 0.195
H -0.556 -0.122 1.881 0.211
H 0.157 2.191 1.330 0.192
H 2.330 1.928 2.037 0.196
H 1.730 0.290 2.378 0.165
H 4.352 0.758 2.129 0.226
H 3.643 -0.742 1.532 0.186
H 3.971 1.765 -0.163 0.239
H 5.267 -1.548 0.293 0.389
H 7.916 -0.546 -0.569 0.248
H 8.879 -2.268 1.038 0.220
H 7.202 -2.731 1.527 0.209
H 8.343 -2.929 -1.354 0.220
H 6.672 -3.385 -0.841 0.209
H 3.580 -1.053 -1.225 0.196
H 3.194 0.498 -1.965 0.216
H 1.059 -0.157 -1.283 0.207
H 1.650 -1.092 0.099 0.159
H -0.385 1.417 -1.570 0.191
H 0.318 2.933 -1.007 0.221
H -2.150 3.159 -1.392 0.200
H -1.726 3.420 0.307 0.190
H -3.823 -1.851 -1.448 0.210
H -5.909 -2.983 -0.792 0.221

=====

Entry 2:
60
Properties=species:S:1:pos:R:3:nbo_charge:R:1 method="wB97M-V/def2-TZVPD" e_lumo_ev="-5.90 / -8.41" s_squared=6.060 multiplicity=5 total_charge=+2 homo_lumo_gap_ev="7.01 / 5.72"
C -2.677 0.822 -4.291 -0.204
C -1.523 0.716 -3.506 -0.012
C -1.409 1.661 -2.444 0.192
C -2.571 2.171 -1.821 -0.042
C -3.774 2.157 -2.542 -0.206
C -3.761 1.595 -3.828 -0.125
C -2.330 2.509 -0.380 -0.338
C -1.212 3.510 -0.387 -0.049
C -0.054 3.002 -1.008 0.209
C 1.239 3.430 -0.589 0.010
C 1.317 4.729 -0.071 -0.212
C 0.128 5.390 0.297 -0.107
C -1.123 4.747 0.279 -0.189
H -2.749 0.242 -5.217 0.246
H -4.687 2.595 -2.079 0.249
H -4.642 1.701 -4.467 0.247
H -3.226 2.822 0.188 0.271
H 2.303 5.181 0.091 0.248
H 0.200 6.411 0.674 0.247
H -2.032 5.183 0.758 0.250
N -0.176 1.892 -1.845 -0.513
Ru -0.245 0.101 -0.214 0.445
C -0.451 -0.331 -3.582 -0.708
H 0.532 0.125 -3.774 0.263
H -0.651 -1.073 -4.370 0.259
C 2.324 2.409 -0.706 -0.701
H 2.514 2.147 -1.756 0.262
H 3.264 2.721 -0.226 0.258
P -0.197 -1.269 -1.950 1.051
P 1.882 0.701 0.024 1.031
C 2.557 1.074 1.695 -0.945
H 2.686 0.167 2.293 0.248
H 3.511 1.604 1.592 0.248
H 1.850 1.718 2.224 0.255
C 3.256 -0.251 -0.736 -0.964
H 4.213 0.129 -0.348 0.262
H 3.193 -1.322 -0.516 0.246
H 3.224 -0.131 -1.826 0.250
C -1.727 -2.266 -2.041 -0.951
H -1.888 -2.579 -3.078 0.263
H -1.658 -3.158 -1.408 0.248
H -2.573 -1.647 -1.722 0.252
C 1.109 -2.491 -2.304 -0.953
H 1.315 -3.102 -1.418 0.261
H 0.777 -3.179 -3.093 0.267
H 2.037 -2.000 -2.620 0.260
H -1.766 1.461 0.074 0.114
H 0.186 0.880 1.124 0.042
C -2.506 -2.173 1.306 -0.668
C -1.049 -2.380 1.452 0.411
N -0.043 -1.598 1.079 -0.530
C 1.156 -2.230 1.473 -0.111
C 0.826 -3.393 2.107 -0.032
N -0.552 -3.479 2.080 -0.496
H -2.906 -2.888 0.575 0.252
H -2.997 -2.350 2.272 0.267
H -2.696 -1.148 0.969 0.235
H 2.124 -1.767 1.334 0.230
H 1.460 -4.156 2.527 0.259
H -1.142 -4.226 2.451 0.451

=====

Entry 3:
62
Properties=species:S:1:pos:R:3:nbo_charge:R:1 method="wB97M-V/def2-TZVPD" e_lumo_ev=0.67 total_charge=0 smiles="O=C(CCC(=O)N1CCN(Cc2ccccc2)CC1)Nc1nnc(C2CCCCC2)s1" homo_lumo_gap_ev=9.19
O 0.667 -0.256 -2.982 -0.611
C 1.589 0.514 -2.808 0.693
C 3.005 0.247 -3.266 -0.487
C 3.743 -0.459 -2.117 -0.488
C 3.916 0.500 -0.946 0.699
O 4.072 1.696 -1.160 -0.683
N 3.909 0.011 0.307 -0.425
C 3.614 -1.344 0.727 -0.240
C 2.823 -1.302 2.059 -0.228
N 1.986 -0.131 2.175 -0.444
C 0.920 -0.065 1.184 -0.248
C -0.003 -1.249 1.276 -0.052
C -0.565 -1.593 2.500 -0.161
C -1.428 -2.668 2.596 -0.226
C -1.743 -3.409 1.468 -0.223
C -1.190 -3.070 0.246 -0.197
C -0.321 -1.995 0.151 -0.228
C 2.808 1.071 2.227 -0.225
C 4.112 0.924 1.418 -0.252
N 1.437 1.677 -2.107 -0.637
C 0.288 1.954 -1.418 0.195
N 0.186 2.900 -0.546 -0.308
N -1.005 2.936 0.039 -0.273
C -1.834 2.037 -0.366 0.042
C -3.203 1.933 0.205 -0.271
C -3.465 0.575 0.875 -0.394
C -3.725 -0.546 -0.125 -0.408
C -4.867 -0.178 -1.065 -0.398
C -4.528 1.107 -1.812 -0.405
C -4.295 2.249 -0.829 -0.390
S -1.155 0.989 -1.601 0.393
H 2.977 -0.403 -4.140 0.239
H 3.514 1.180 -3.509 0.242
H 3.199 -1.363 -1.848 0.224
H 4.742 -0.751 -2.451 0.245
H 3.006 -1.850 -0.022 0.208
H 4.544 -1.912 0.856 0.198
H 3.509 -1.295 2.909 0.197
H 2.199 -2.194 2.133 0.224
H 1.301 0.018 0.155 0.167
H 0.348 0.843 1.403 0.228
H -0.311 -1.009 3.372 0.216
H -1.860 -2.928 3.551 0.212
H -2.420 -4.247 1.542 0.213
H -1.435 -3.639 -0.638 0.214
H 0.095 -1.730 -0.812 0.226
H 3.059 1.269 3.275 0.196
H 2.225 1.913 1.851 0.218
H 4.427 1.885 1.012 0.257
H 4.914 0.520 2.044 0.190
H 2.256 2.237 -1.880 0.460
H -3.236 2.708 0.980 0.241
H -2.618 0.312 1.513 0.218
H -4.344 0.685 1.515 0.204
H -2.825 -0.741 -0.710 0.202
H -3.961 -1.462 0.420 0.216
H -5.039 -0.988 -1.776 0.207
H -5.785 -0.034 -0.489 0.192
H -3.635 0.945 -2.418 0.199
H -5.342 1.376 -2.489 0.211
H -4.028 3.161 -1.367 0.215
H -5.223 2.441 -0.286 0.204

=====

Entry 4:
59
Properties=species:S:1:pos:R:3:nbo_charge:R:1 method="wB97M-V/def2-TZVPD" e_lumo_ev=-0.26 total_charge=0 homo_lumo_gap_ev=7.30
C 0.115 0.844 -0.012 -0.606
N 1.294 0.094 0.292 0.470
O 1.181 -0.960 0.854 -0.364
O 2.326 0.570 -0.122 -0.362
H -0.194 0.684 -1.045 0.284
H 0.278 1.897 0.218 0.276
H -0.782 0.570 0.544 0.282
C -1.880 -2.523 1.356 -0.256
O -2.698 -1.393 0.910 -0.560
C -2.153 -0.778 -0.247 -0.154
C -2.761 0.673 -0.333 -0.110
O -2.358 1.548 0.692 -0.543
C -3.217 2.702 0.921 -0.285
H -0.907 -2.260 1.772 0.194
H -1.790 -3.196 0.503 0.162
H -2.466 -3.036 2.118 0.199
H -2.512 -1.488 -0.992 0.197
H -1.066 -0.690 -0.244 0.232
H -3.846 0.602 -0.400 0.208
H -2.372 1.261 -1.164 0.205
H -3.674 2.739 1.910 0.221
H -3.967 2.976 0.179 0.209
H -2.737 3.675 0.819 0.211
C -0.959 0.934 -2.367 -0.210
C -1.868 -0.148 -2.257 -0.228
C -1.337 -1.443 -2.279 -0.168
C 0.032 -1.644 -2.437 -0.287
C 0.921 -0.532 -2.474 -0.200
C 0.404 0.734 -2.462 -0.276
H -1.378 1.929 -2.318 0.213
H -2.938 -0.076 -2.132 0.232
H -1.935 -2.322 -2.089 0.215
H 0.332 -2.678 -2.359 0.241
H 1.958 -0.686 -2.732 0.283
H 1.058 1.569 -2.665 0.246
C 3.558 -2.708 -2.495 -0.202
C 4.751 -2.623 -1.706 -0.227
C 4.730 -1.806 -0.569 -0.252
C 3.560 -1.143 -0.236 -0.114
C 2.385 -1.233 -1.035 -0.180
C 2.398 -2.032 -2.193 -0.322
H 3.588 -3.355 -3.359 0.197
H 5.609 -3.171 -2.066 0.207
H 5.633 -1.672 0.009 0.210
H 3.568 -0.591 0.692 0.212
H 1.480 -0.734 -0.724 0.206
H 1.548 -2.140 -2.851 0.229
C -0.845 1.828 1.916 -0.323
C -0.501 0.704 2.610 -0.190
C 0.318 0.819 3.730 -0.207
C 0.670 2.086 4.219 -0.254
C 0.381 3.139 3.446 -0.203
C -0.435 3.039 2.286 -0.261
H -1.403 1.695 1.001 0.326
H -0.844 -0.281 2.331 0.185
H 0.646 -0.130 4.127 0.201
H 1.298 2.187 5.092 0.208
H 0.616 4.036 3.999 0.199
H -0.810 3.940 1.822 0.182

=====

The following relative energy (zero: lowest compared OMol25 entry of this formula, charge and spin) values (in eV) correspond, in order, to the records above: 3.984 0.000 0.140 31.869.
The following E values (in a.u.) correspond, in order, to the records above: -1134.443136 -1836.243632 -1717.524489 -1249.654496.